# 1
A molecular structure, C25H37Br4N3O6S3SiY, computed with the ωB97M-V functional and the def2-TZVPD basis.

Output
total charge	-1
gap between HOMO and LUMO	6.59	eV
2S+1	1
energy relative to the best compared isomer or geometry (same formula, charge and spin)	39.5	kcal/mol

Geometry (Å):
1 H -0.7377 6.2740 0.6817
2 Si -0.5215 3.2386 -0.1174
3 H -3.9636 0.2779 -3.2257
4 O 0.6211 -2.1059 -0.8740
5 C 3.9871 -2.1530 0.4550
6 H 3.1980 1.3002 -0.6702
7 H 3.2831 4.9071 0.2258
8 H -2.9846 5.0523 -2.2423
9 Br 4.0685 -6.0317 -0.9969
10 C 3.5389 -4.2715 -0.5561
11 N -0.6194 -0.0805 3.4287
12 C -0.8133 6.1302 1.7558
13 H -3.2186 3.6649 1.6145
14 H -0.6619 6.2704 -3.9019
15 C 2.7215 -1.6712 0.1351
16 S 0.0019 -0.8771 -2.8194
17 C -2.8334 4.6722 1.4838
18 C 2.2306 3.0346 0.1510
19 H -3.7902 -3.9518 -3.9914
20 H -1.2125 -0.6797 -4.9246
21 C -0.3318 -0.1130 2.3120
22 C 4.4044 -3.4358 0.1257
23 O -0.6668 4.5623 -1.0666
24 N -3.1025 -3.2947 -2.2105
25 S -2.1532 -2.4738 0.1041
26 H -0.1296 2.6903 -2.8838
27 H -0.3691 4.4519 3.8953
28 H 0.0645 0.5665 -4.7913
29 H -1.9731 5.1843 4.0720
30 H 0.4854 6.3470 -2.5548
31 H -0.1596 3.7658 -4.2938
32 H 2.0488 -0.8206 -4.0453
33 H -1.1981 6.7974 -2.2970
34 H -1.4391 6.9100 2.1819
35 H 3.0180 2.6249 -1.8211
36 H 1.0822 3.9575 -3.0470
37 H 0.1803 6.2002 2.1937
38 H 2.0108 4.8560 -1.0018
39 S -1.8216 1.6856 -0.6260
40 C -1.4107 4.7458 2.0293
41 C -1.3928 4.4419 3.5296
42 Br 5.1152 -0.9449 1.3826
43 H -1.4373 0.7277 -3.8691
44 H 1.8572 -2.3565 -3.1786
45 C 1.8253 -2.5336 -0.5825
46 C 0.0385 3.7083 -3.2258
47 C -0.8725 4.6689 -2.4614
48 H 4.2597 2.7108 -0.5565
49 H -2.5673 3.3512 -2.4337
50 O 0.6354 0.2583 -2.0883
51 H 0.9527 -2.0859 -4.6814
52 H -2.5263 4.4390 -3.8410
53 C -2.8307 -2.2670 -1.3812
54 C -0.7147 0.0262 -4.2711
55 C 2.2731 -3.8078 -0.9125
56 C 2.2774 4.5553 0.0077
57 O 0.9505 2.4969 -0.2090
58 C -0.5402 6.1180 -2.8326
59 H -3.4801 5.3796 1.9965
60 H -1.8071 3.4539 3.7084
61 C -3.9577 -1.7849 -3.8533
62 Y 0.2354 -0.0501 0.1823
63 N -3.1770 -0.9805 -1.7954
64 Br 6.1336 -4.0220 0.6151
65 H -2.9517 -0.1996 -1.1747
66 H -4.3811 -1.6340 -4.8312
67 H 2.5843 1.5722 1.7044
68 C -3.6162 -3.0746 -3.3779
69 H 1.5805 5.0147 0.7005
70 H 1.6887 3.0110 2.2306
71 C -2.3381 4.3584 -2.7738
72 Br 1.0557 -4.9096 -1.8694
73 O -0.5942 3.7748 1.4124
74 C -3.7209 -0.7480 -2.9951
75 C 2.5100 2.6569 1.6095
76 C 1.3594 -1.6174 -3.7949
77 C 3.2488 2.3815 -0.7859
78 O 2.3443 -0.4760 0.4675
79 H 3.4444 3.1010 1.9512
80 H -2.8203 4.8975 0.4213

Here are the Löwdin charges for atoms 1 to 5, given in e:
1. H 0.07
2. Si -0.15
3. H 0.13
4. O -0.41
5. C -0.63


# 2
C4H7N3O in the gas phase, computed with the ωB97M-V functional and the def2-TZVPD basis.

Output
total charge	0
gap between HOMO and LUMO	8.97	eV
2S+1	1
energy relative to the best compared isomer or geometry (same formula, charge and spin)	102.1	kcal/mol

Geometry (Å):
1 C 1.1889 -1.0817 0.4214
2 H 1.8549 0.7233 -0.7432
3 N -0.7440 -0.1172 -1.9717
4 H 2.2072 -1.4149 0.6778
5 C 1.2521 0.3788 0.1346
6 H 1.6134 0.9501 1.1008
7 C -1.0015 0.4248 -0.7689
8 H -3.1270 0.0073 -0.2539
9 O -0.6031 1.0421 1.3449
10 C -2.1550 0.3728 0.0567
11 H 0.4506 -1.3268 1.2547
12 H 0.8293 -1.5499 -0.4873
13 N -0.0377 0.9153 0.1147
14 N -1.9649 0.7173 1.2782
15 H 0.2369 -0.0413 -2.1588

Here are the Löwdin charges for atoms 1 to 5, given in e:
1. C -0.08
2. H 0.14
3. N 0.11
4. H 0.08
5. C -0.24


# 3
3 unconnected molecules or ions with the total composition C9H24O9P2, computed with the ωB97M-V functional and the def2-TZVPD basis.

Output
total charge	0
gap between HOMO and LUMO	9.89	eV
2S+1	1
energy relative to the best compared isomer or geometry (same formula, charge and spin)	187.4	kcal/mol

Geometry (Å):
1 H 1.1526 -1.9234 0.7318
2 C 1.8706 -1.9194 -0.2042
3 C 0.4166 1.3146 1.0378
4 H -3.2934 -0.1804 -1.9802
5 O 3.3396 1.4856 1.3628
6 C -3.7764 1.3876 -4.4242
7 C 4.6446 1.6696 1.8888
8 C -1.6534 -2.3374 3.6278
9 H -2.6664 -2.3004 3.4518
10 H -1.0764 -1.5024 3.6498
11 H -2.0644 -1.0244 -1.2702
12 O 0.0936 1.8696 -3.8002
13 H -4.1774 0.9856 -3.6462
14 O 3.2646 -0.8784 2.2428
15 H 0.9906 -4.3544 3.6928
16 C -2.2184 -0.5894 -2.0372
17 P 2.6486 0.0406 1.2618
18 P -1.3114 1.3566 -3.3602
19 H -1.5374 -2.6554 4.5948
20 H 1.5256 -3.6194 2.4348
21 H 4.6886 1.1036 2.8768
22 H -4.3194 1.0756 -5.4542
23 H 1.6066 -2.3374 -1.2232
24 O -2.3294 1.0646 -4.5872
25 H -0.4664 1.3426 1.4268
26 C -1.1994 3.5986 -2.0852
27 H 4.7006 2.7856 1.9068
28 H -0.7484 3.1386 -1.2052
29 O -1.9554 2.6176 -2.7282
30 C -0.6494 -3.2104 2.6918
31 O 1.1196 0.2136 1.6508
32 C 0.8406 -3.5824 3.1278
33 O -1.0784 -3.7174 1.6278
34 H -0.4094 4.2076 -2.9682
35 H 0.4136 1.2056 -0.0162
36 H -3.7484 2.4426 -4.3102
37 H -1.8124 4.5126 -1.5222
38 H -2.1874 -1.2014 -2.9242
39 O 2.5166 -0.6554 -0.1142
40 H 0.9716 -2.6544 3.8288
41 H 5.4426 1.1316 1.4398
42 H 2.6006 -2.6044 -0.0122
43 O -1.1814 0.4866 -2.0442
44 H 1.0126 2.2116 1.3618

Here are the Löwdin charges for atoms 1 to 5, given in e:
1. H 0.11
2. C -0.07
3. C -0.05
4. H 0.13
5. O -0.23